No. 1
31
Properties=species:S:1:pos:R:3:forces:R:3:lowdin_charge:R:1 method="wB97M-V/def2-TZVPD" gap_ev=7.889 de_lowest_kcal_mol=132.5
C 2.555 -1.687 -1.611 -2.44 3.51 -2.75 -0.08
C 1.138 -1.997 -1.275 0.12 -3.86 -1.23 -0.12
C 0.327 -1.398 -0.470 -1.45 2.41 0.92 -0.09
C -0.956 -1.146 0.167 0.66 -0.18 0.19 -0.35
C -1.459 -1.902 1.404 1.93 -0.94 0.94 -0.02
C -2.099 -0.819 -0.746 1.90 2.24 -2.90 -0.05
C 0.191 -0.049 0.357 -0.14 -2.67 -0.74 -0.16
C 0.925 -0.316 1.580 0.74 1.57 0.32 -0.03
C 1.592 0.627 2.242 -1.36 0.00 -1.67 -0.08
C 1.468 1.953 1.832 -2.15 0.94 -3.10 -0.07
C 0.710 2.336 0.769 -0.66 -2.80 -0.27 0.03
C -0.005 1.338 -0.103 -0.32 1.52 0.01 -0.20
N -0.806 1.646 -1.078 0.61 -1.88 1.65 -0.02
C -1.418 2.883 -1.384 2.90 1.60 -1.15 -0.15
H 2.808 -0.756 -1.050 0.40 -0.63 -0.90 0.10
H 2.619 -1.633 -2.799 -0.03 0.63 2.37 0.12
H 3.165 -2.466 -1.435 2.17 -2.65 1.24 0.02
H 0.798 -3.052 -1.686 0.39 2.11 0.76 0.15
H -1.679 -1.331 2.302 0.52 0.60 -0.04 0.09
H -0.950 -2.863 1.757 -0.20 1.44 -0.82 0.12
H -2.394 -2.176 1.097 -2.59 -1.28 -0.59 0.03
H -2.535 -1.647 -1.197 -0.03 -2.21 -1.04 0.06
H -1.868 -0.023 -1.587 -0.10 -1.90 1.84 0.12
H -2.943 -0.458 -0.299 -1.96 1.59 2.05 0.05
H 1.021 -1.258 2.007 -0.31 -1.96 0.08 0.11
H 2.078 0.511 3.123 1.53 -1.07 2.44 0.08
H 1.885 2.687 2.393 1.43 2.18 1.65 0.07
H 0.450 3.272 0.406 0.31 2.18 0.13 0.07
H -0.626 3.436 -1.995 -0.95 0.09 0.74 0.11
H -2.178 2.737 -2.099 -1.18 -0.43 -0.72 0.05
H -1.812 3.550 -0.622 0.26 -0.16 0.60 0.08

=====

No. 2
56
Properties=species:S:1:pos:R:3:forces:R:3:lowdin_charge:R:1 method="wB97M-V/def2-TZVPD" gap_ev="5.813 / 5.262" s_squared=2.028 de_lowest_kcal_mol=0.0 spin_multiplicity=3
Pd -0.166 0.992 -1.147 0.06 0.10 0.19 0.41
N 4.055 1.306 -2.095 -0.02 0.01 0.02 0.05
C 2.786 1.116 -1.585 0.03 -0.09 0.04 -0.86
S 1.451 1.517 -2.665 -0.03 0.00 0.04 0.51
N 2.661 0.688 -0.377 -0.03 0.04 -0.07 0.01
N 1.359 0.619 0.044 0.05 0.03 0.06 -0.16
C 1.072 0.141 1.267 0.08 0.16 -0.16 -0.23
C 2.143 -0.226 2.217 -0.09 -0.12 0.01 -0.19
C 3.110 0.698 2.603 0.05 0.04 0.01 -0.03
C 4.101 0.342 3.503 0.00 0.01 -0.01 -0.08
C 4.147 -0.945 4.025 -0.01 -0.01 -0.01 -0.09
C 3.193 -1.874 3.639 -0.01 0.00 -0.01 -0.09
C 2.198 -1.516 2.739 0.02 -0.02 0.06 -0.05
C -0.302 0.052 1.573 -0.02 -0.02 -0.03 -0.24
C -0.820 -0.355 2.827 -0.04 0.00 0.04 -0.02
C -2.169 -0.433 3.020 -0.01 0.01 -0.02 -0.08
C -3.047 -0.104 1.965 0.03 -0.01 -0.01 -0.08
C -2.500 0.309 0.778 0.04 0.00 0.01 -0.17
N -1.180 0.408 0.564 0.03 0.01 -0.06 -0.06
H 4.144 1.215 -3.093 -0.01 0.01 0.00 0.07
H 4.782 0.854 -1.562 0.00 0.00 -0.01 0.09
H 3.085 1.697 2.188 -0.01 -0.02 0.00 0.11
H 4.844 1.073 3.796 0.00 -0.01 0.01 0.10
H 4.923 -1.220 4.727 0.00 0.00 0.00 0.10
H 3.220 -2.882 4.035 0.01 0.00 0.01 0.10
H 1.453 -2.245 2.439 0.00 0.02 -0.02 0.12
H -0.133 -0.600 3.624 0.01 0.02 -0.01 0.11
H -2.558 -0.743 3.981 -0.02 0.00 -0.01 0.10
H -4.120 -0.164 2.072 0.00 -0.01 0.01 0.10
H -3.133 0.580 -0.058 -0.03 0.00 0.01 0.08
O -1.339 -1.706 -1.929 -0.12 -0.07 -0.22 -0.63
S -0.462 -2.436 -0.960 0.15 -0.01 0.11 0.89
C -0.465 -4.167 -1.491 -0.08 -0.02 0.01 -0.33
C 0.353 -4.198 -2.771 0.03 -0.01 -0.01 -0.24
C 1.639 -3.439 -2.437 -0.01 0.03 -0.01 -0.22
C 1.259 -2.242 -1.552 -0.03 0.00 -0.05 -0.32
H -1.505 -4.472 -1.592 0.01 0.00 0.00 0.09
H 0.006 -4.747 -0.692 0.01 0.01 0.00 0.10
H -0.198 -3.687 -3.563 -0.02 0.01 0.01 0.11
H 0.550 -5.219 -3.099 0.01 0.00 -0.01 0.11
H 2.146 -3.097 -3.339 0.02 -0.03 0.00 0.11
H 2.329 -4.095 -1.903 -0.02 -0.01 0.02 0.11
H 1.247 -1.300 -2.102 -0.05 -0.01 0.04 0.04
H 1.899 -2.109 -0.681 0.04 -0.01 0.00 0.08
Te -2.072 1.346 -2.808 0.00 -0.10 -0.01 1.19
C -3.145 2.910 -1.943 -0.02 0.06 0.04 -0.63
C -2.697 3.527 -0.773 0.02 -0.03 -0.01 -0.15
C -3.430 4.561 -0.213 -0.02 0.00 0.00 -0.07
C -4.610 4.983 -0.812 0.01 0.00 0.02 -0.08
C -5.062 4.371 -1.973 0.00 0.01 0.01 -0.09
C -4.333 3.338 -2.540 -0.01 -0.01 -0.02 -0.16
H -1.779 3.191 -0.307 0.00 0.01 0.00 0.07
H -3.079 5.036 0.693 0.00 0.00 0.00 0.11
H -5.181 5.790 -0.370 0.00 0.00 0.00 0.10
H -5.983 4.699 -2.438 0.00 0.00 -0.01 0.10
H -4.687 2.863 -3.447 0.00 0.00 0.00 0.09

=====

No. 3
43
Properties=species:S:1:pos:R:3:forces:R:3:lowdin_charge:R:1 method="wB97M-V/def2-TZVPD" gap_ev=7.095 total_charge=+2
Pt 1.241 1.129 -0.201 0.47 -1.45 1.00 1.10
C -4.153 1.172 2.184 0.00 0.01 -0.01 -0.06
C -3.547 2.510 1.795 -0.03 0.04 0.07 -0.19
N -2.690 2.406 0.603 0.28 -0.12 -0.09 0.03
C -1.441 1.961 0.655 -0.49 -0.46 0.29 -0.51
S -0.580 1.946 -0.978 -0.98 -0.16 -1.23 1.06
N -0.840 1.628 1.756 0.10 0.21 -0.29 0.08
N 0.473 1.243 1.615 -0.09 0.60 -0.11 -0.16
C 1.109 0.679 2.588 -0.09 0.00 0.04 -0.21
C 0.555 0.551 3.961 0.00 -0.05 -0.05 0.03
C 2.438 0.179 2.205 0.28 0.18 -0.01 -0.19
C 3.344 -0.359 3.095 -0.04 0.05 -0.02 0.04
C 4.600 -0.741 2.634 0.05 -0.01 -0.06 0.02
C 4.915 -0.571 1.298 0.02 0.00 0.02 0.01
C 3.962 -0.035 0.445 -0.02 -0.10 0.03 -0.06
N 2.757 0.318 0.886 0.11 -0.04 0.16 -0.09
H -4.844 1.317 3.012 0.01 0.00 0.02 0.09
H -3.386 0.466 2.500 0.01 -0.01 -0.01 0.07
H -4.711 0.739 1.354 -0.02 0.00 0.00 0.08
H -2.931 2.920 2.595 -0.03 0.00 0.00 0.12
H -4.316 3.241 1.554 0.00 -0.01 -0.01 0.13
H -3.096 2.607 -0.298 0.02 0.01 0.00 0.15
H -0.529 0.606 3.945 -0.01 0.02 0.00 0.09
H 0.931 1.379 4.569 0.01 0.00 0.02 0.12
H 0.865 -0.382 4.427 0.01 -0.01 -0.02 0.10
H 3.090 -0.463 4.140 -0.02 0.00 0.00 0.13
H 5.323 -1.158 3.321 0.01 -0.01 -0.01 0.14
H 5.882 -0.848 0.905 0.01 0.00 0.01 0.13
H 4.157 0.111 -0.609 -0.02 -0.03 -0.01 0.13
O -1.100 0.516 -1.899 0.70 1.09 0.95 -0.25
C -0.064 -0.257 -2.322 -0.22 -0.53 -0.35 -0.45
O 1.083 -0.208 -1.846 0.23 0.75 -0.30 -0.08
C -0.410 -1.192 -3.371 -0.36 0.06 -0.05 -0.15
C 0.461 -2.254 -3.640 0.01 0.04 -0.07 0.01
C 0.138 -3.151 -4.638 0.00 -0.02 -0.03 -0.03
C -1.034 -2.986 -5.371 0.04 -0.01 0.02 -0.02
C -1.897 -1.929 -5.109 0.01 0.02 0.03 -0.03
C -1.596 -1.033 -4.103 0.05 -0.07 0.05 0.01
H 1.372 -2.369 -3.071 0.01 0.00 0.02 0.13
H 0.800 -3.978 -4.853 0.00 -0.01 0.00 0.12
H -1.275 -3.690 -6.156 0.00 -0.01 0.00 0.12
H -2.801 -1.809 -5.690 0.00 0.00 0.00 0.12
H -2.261 -0.208 -3.890 -0.01 0.00 -0.03 0.12

=====

No. 4
35
Properties=species:S:1:pos:R:3:forces:R:3:lowdin_charge:R:1 method="wB97M-V/def2-TZVPD" gap_ev=8.324 de_lowest_kcal_mol=43.2 total_charge=-1
C -0.062 2.949 0.646 0.39 0.10 -0.33 -0.08
C 1.207 2.267 0.028 -0.37 0.50 0.34 -0.40
C 1.046 1.963 -1.526 1.12 -1.43 2.82 -0.60
S 1.224 3.345 -2.581 2.41 0.79 -1.79 0.70
N 1.549 1.017 0.805 -2.44 1.22 -0.42 -0.02
C 0.499 -0.087 0.846 3.50 -2.11 1.82 -0.41
O 0.166 -0.843 -0.202 -0.61 0.18 -1.44 -0.30
H 0.026 4.037 0.952 0.02 -1.28 -0.65 0.08
H -0.906 2.730 0.001 -0.19 0.62 -0.41 0.05
H -0.353 2.377 1.499 0.08 -0.16 1.06 0.04
H 2.059 3.013 0.186 -0.78 -1.20 -0.54 0.12
H 1.770 1.079 -1.553 -0.08 1.80 -1.45 0.10
H 0.193 1.452 -1.886 -1.36 -0.39 0.72 0.01
H 0.228 4.203 -2.431 -0.84 -0.38 0.79 -0.18
H 2.452 0.689 0.532 0.31 -0.55 -0.32 0.08
H 1.074 -0.815 1.562 -0.48 0.76 -0.87 0.11
H -0.342 0.165 1.462 -0.90 1.26 0.09 0.10
H -1.325 -0.115 -0.764 0.10 -0.54 -0.41 0.00
H -2.543 0.707 -1.609 0.86 -0.86 0.57 0.05
O -1.795 0.712 -0.985 -1.10 1.49 -0.20 -0.09
H -0.214 -2.402 -0.058 -0.61 0.78 -0.15 0.00
H 0.238 -3.586 0.688 -1.38 -0.14 -0.43 0.08
O -0.578 -3.300 0.195 1.85 -0.67 1.20 -0.13
H 0.446 -0.868 -1.837 0.28 0.66 -0.76 -0.01
H 1.451 -1.672 -2.533 -0.87 1.45 -0.97 0.06
O 0.887 -0.865 -2.747 0.89 -2.07 1.41 -0.15
H -1.029 -3.918 -1.572 0.47 0.72 -0.59 0.01
H -2.218 -3.280 -2.088 -0.20 0.42 -0.44 0.02
O -1.299 -3.383 -2.357 -0.41 -1.07 0.70 -0.09
H -2.232 -2.876 1.510 0.03 0.25 0.58 0.01
H -2.234 -2.197 2.915 0.27 0.07 -0.12 0.02
O -2.788 -2.669 2.292 -0.13 -0.35 -0.53 -0.08
H 1.520 0.597 3.914 0.13 -0.05 0.27 0.03
H 0.783 -0.162 2.884 0.27 -0.40 0.87 -0.03
O 1.101 -0.264 3.810 -0.26 0.56 -0.41 -0.10